ORCA calculation (ωB97M-V/def2-TZVPD) on an isolated molecule of C3H5NO2 in a non-equilibrium geometry.

Results
* calculated total energy: -322.5154 a.u.
* structure (SMILES): O=C(O)[C@@H]1CN1
* orbital gap: 11.246 eV

```
11
Properties=species:S:1:pos:R:3:nbo_charge:R:1
C 0.81 0.02 -1.16 0.76
C -0.11 0.59 -0.20 -0.21
C -0.11 0.16 1.20 -0.23
H 0.22 -1.82 -0.88 0.49
H -0.36 1.60 -0.41 0.24
H -0.32 0.91 1.94 0.20
H 0.58 -0.62 1.65 0.21
H -2.05 0.17 0.61 0.37
N -1.19 -0.34 0.38 -0.59
O 0.96 -1.35 -1.27 -0.68
O 1.57 0.68 -1.86 -0.55
```

ORCA calculation (ωB97M-V/def2-TZVPD) on an isolated molecule of C5H10O2.

Results
* calculated total energy: -346.9336 a.u.
* structure (SMILES): OCCC1COC1
* orbital gap: 10.605 eV

```
17
Properties=species:S:1:pos:R:3:nbo_charge:R:1
O 2.14 -0.64 1.28 -0.72
C 1.91 -0.34 -0.09 -0.07
C 0.50 -0.79 -0.52 -0.43
C -0.55 0.31 -0.59 -0.26
C -2.01 -0.16 -0.45 -0.05
O -2.20 0.59 0.76 -0.53
C -0.85 1.08 0.71 -0.06
H 1.89 0.12 1.82 0.47
H 2.66 -0.90 -0.64 0.18
H 2.07 0.72 -0.30 0.16
H 0.22 -1.53 0.24 0.22
H 0.54 -1.31 -1.48 0.21
H -0.38 0.97 -1.45 0.20
H -2.13 -1.24 -0.29 0.17
H -2.71 0.17 -1.24 0.17
H -0.82 2.18 0.64 0.17
H -0.27 0.76 1.59 0.16
```

ORCA calculation (ωB97M-V/def2-TZVPD) on an isolated molecule of C5H8N2O in a non-equilibrium geometry.

Results
* calculated total energy: -379.8785 a.u.
* orbital gap (alpha / beta): 8.924 / 7.607 eV

```
16
Properties=species:S:1:pos:R:3:nbo_charge:R:1
C 1.28 -0.54 -0.12 -0.42
C 0.04 -1.12 -0.82 -0.48
C -0.35 1.25 -0.50 -0.51
C 0.72 0.76 0.49 -0.07
C -1.05 -0.01 -0.75 -0.06
N 0.12 0.39 1.70 -0.27
N -0.95 -0.27 1.65 0.34
O -1.72 -0.71 2.42 -0.32
H 1.85 -1.15 0.59 0.23
H 2.05 -0.44 -0.93 0.21
H 0.18 -1.30 -1.85 0.22
H -0.43 -1.92 -0.38 0.22
H -0.89 2.04 -0.08 0.23
H -0.05 1.70 -1.38 0.23
H 1.36 1.56 0.76 0.22
H -2.16 -0.23 -0.79 0.23
```

ORCA calculation (ωB97M-V/def2-TZVPD) on an isolated molecule of C4H6N2.

Results
* calculated total energy: -265.5043 a.u.
* structure (SMILES): Nc1cc[nH]c1
* orbital gap: 8.938 eV

```
12
Properties=species:S:1:pos:R:3:nbo_charge:R:1
N 1.29 1.24 1.01 -0.80
C 0.43 0.35 0.35 0.10
C -0.25 -0.70 0.88 -0.16
N -0.88 -1.41 -0.15 -0.56
C -0.56 -0.75 -1.34 -0.03
C 0.21 0.33 -1.08 -0.32
H 1.10 1.32 2.00 0.37
H 1.28 2.15 0.58 0.37
H -0.24 -1.08 1.90 0.20
H -1.90 -1.39 -0.09 0.39
H -0.99 -1.14 -2.26 0.21
H 0.51 1.10 -1.79 0.22
```

ORCA calculation (ωB97M-V/def2-TZVPD) on a cluster of 2 separate species, C4H12 in total in a non-equilibrium geometry.

Results
* calculated total energy: -159.5628 a.u.
* structure (SMILES): CC.CC
* orbital gap: 12.503 eV

```
16
Properties=species:S:1:pos:R:3:nbo_charge:R:1
C 0.09 -0.64 2.12 -0.61
C 1.02 -1.94 2.01 -0.60
H 0.56 0.21 1.63 0.20
H -0.77 -0.98 1.54 0.20
H -0.11 -0.33 3.13 0.20
H 0.55 -2.82 2.41 0.20
H 1.86 -1.67 2.67 0.20
H 1.41 -2.02 1.01 0.20
C -1.13 0.78 -1.94 -0.61
C 0.00 1.77 -2.15 -0.60
H -2.13 1.16 -2.16 0.20
H -1.16 0.09 -2.80 0.20
H -1.03 0.37 -0.94 0.21
H 0.87 1.15 -1.97 0.20
H -0.04 2.59 -1.45 0.20
H -0.01 2.26 -3.12 0.20
```